Molecular formula: C3H3N3O2
Method: DFT, ωB97M-V/def2-TZVPD

Geometry as XYZ:
```
11
Properties=species:S:1:pos:R:3:forces:R:3
O 2.40757 -0.73017 -0.02824 -1.630 -2.340 -0.462
O -2.20522 -1.11481 -0.07458 0.707 -0.134 0.210
N -1.37536 0.99956 -0.00849 1.909 1.468 0.611
N 0.08500 -0.92356 0.09756 -1.215 -1.210 0.419
N -0.27413 1.74838 0.04633 -0.847 -1.862 -0.744
C 1.19214 -0.19081 0.04032 -1.189 2.413 -0.494
C -1.25660 -0.36714 0.00542 -0.167 -0.309 -0.404
C 0.95103 1.18303 -0.05206 1.425 0.416 0.616
H 1.84524 1.84133 -0.09853 -0.985 -0.363 0.045
H 0.04548 -1.93490 0.29605 0.281 0.675 -0.264
H 2.12251 -1.66766 -0.28486 1.710 1.246 0.467
```
Forces are in eV/Å.

The molecular weight is 113.076 g mol⁻¹. The total charge is 0. As for the SMILES: O=c1nncc(O)[nH]1. As for the HOMO-LUMO gap: 0.320 hartree. The energy relative to the best compared isomer or geometry (same formula, charge and spin) is 65.6 kcal/mol. Its spin multiplicity is 1. The value obtained for the HOMO energy is -9.3 eV.